The following is a quantum chemistry calculation of a 2-piece molecular cluster, C21H17N2O4 overall, from OMol25.

Structure (XYZ):
```
44
Properties=species:S:1:pos:R:3:forces:R:3:nbo_charge:R:1
C 3.091136 -0.699879 1.676998 0.190 0.866 -0.518 -0.691
C 3.657965 -0.319383 0.163150 1.733 0.210 -3.881 -0.008
C 4.319524 -1.454178 -0.868645 -0.403 2.934 -0.202 -0.049
C 4.387297 -3.007832 -0.258322 -2.547 -4.237 -1.297 0.729
O 3.606741 -3.994332 -0.727030 5.581 7.096 3.488 -0.477
O 5.351159 -3.177211 0.879492 -1.777 2.042 -4.068 -0.655
C 4.893042 -1.073897 -2.369087 -1.789 3.882 2.663 -0.218
C 4.782029 0.542921 -2.782503 -0.506 -3.281 3.037 0.070
N 4.198504 1.567853 -1.805661 0.041 -3.314 0.958 -0.546
C 3.641006 1.242223 -0.434907 0.639 -2.058 0.275 0.439
N 3.084234 2.396708 0.424299 3.356 -2.240 -1.842 -0.795
H 3.862020 -0.271634 2.470947 -1.657 -0.882 -1.689 0.259
H 2.972019 -1.851597 1.850965 0.371 2.258 -0.675 0.287
H 2.027957 -0.192667 1.815261 2.302 -1.073 -0.302 0.272
H 6.015097 -2.412941 0.757816 -1.367 -1.543 0.414 0.495
H 5.372114 -1.886797 -3.099380 -1.261 2.137 1.802 0.309
H 5.207613 0.871811 -3.833179 -1.153 -0.305 2.579 0.287
H 4.192265 2.581751 -2.129638 -0.128 -1.820 0.660 0.464
H 3.911905 3.061487 0.482214 -1.528 -0.656 0.023 0.405
H 2.892131 2.069303 1.402154 0.245 0.057 -1.319 0.417
C 0.336538 0.502064 -0.130637 -0.515 0.068 0.063 -0.225
C 0.144726 -0.863425 -0.339573 -0.404 -0.013 0.032 -0.214
C -1.143492 -1.400033 -0.311000 0.358 0.054 -0.017 -0.165
C -2.243137 -0.570268 -0.060518 0.799 0.055 -0.050 -0.035
C -2.048928 0.790619 0.172720 0.711 -0.188 -0.119 -0.130
C -0.756945 1.330357 0.126104 0.306 -0.150 -0.033 -0.154
C -3.196291 1.666334 0.486974 -0.138 1.533 0.299 0.515
O -3.026956 2.862556 0.688481 0.053 -0.766 -0.143 -0.520
C -4.548515 1.078355 0.563455 -0.556 0.099 0.133 -0.059
C -5.637397 1.885812 0.917286 -0.298 -0.093 0.022 -0.178
C -6.921651 1.340644 0.978942 0.398 0.052 -0.055 -0.183
C -7.123202 -0.006349 0.679173 0.347 -0.114 -0.076 -0.185
C -6.039512 -0.814329 0.331859 -0.220 0.152 0.080 -0.144
C -4.748168 -0.272639 0.283528 -0.568 0.013 0.073 -0.157
C -3.603729 -1.143517 -0.049919 -0.609 -1.585 -0.295 0.519
O -3.779374 -2.328516 -0.308995 0.279 0.857 0.176 -0.512
H 1.339572 0.921899 -0.162013 -0.495 -0.067 -0.073 0.188
H 0.998264 -1.511108 -0.527082 -0.142 0.020 -0.017 0.212
H -1.286116 -2.466074 -0.480151 -0.152 0.289 0.041 0.249
H -0.599017 2.394313 0.293715 -0.239 -0.212 -0.008 0.242
H -5.489095 2.939177 1.149738 0.128 -0.287 -0.108 0.243
H -7.764975 1.968216 1.258998 0.187 -0.107 -0.060 0.227
H -8.124498 -0.429612 0.720067 0.211 0.066 -0.014 0.227
H -6.203861 -1.866188 0.103903 0.217 0.248 0.041 0.244
```
Forces are in eV/Å.

Calculated values
- LUMO energy (eV) = -5.526
- E_tot (eV) = -33207.7247
- HOMO (hartree) = -0.420
- total charge = +1

The following is a quantum chemistry calculation of an isolated ion of composition C21H17N2O6 and charge -1, from OMol25.

Structure (XYZ):
```
46
Properties=species:S:1:pos:R:3:forces:R:3:nbo_charge:R:1
C -0.753981 3.065575 1.665862 1.126 -0.483 -1.190 -0.382
C 0.275272 3.557262 2.549374 1.889 0.532 1.114 0.304
N 1.134431 3.952251 3.224994 -1.348 -0.605 -0.670 -0.333
C -0.914088 1.581044 1.726437 -0.688 -0.132 0.425 0.042
C -2.138981 1.030126 1.321354 -0.158 -0.769 0.079 -0.220
C -2.383910 -0.337472 1.417824 0.462 -0.447 0.051 -0.169
C -1.387033 -1.192504 1.938907 0.730 2.147 -0.086 -0.013
N -1.598209 -2.604816 1.981002 -0.327 -1.603 -0.136 0.507
O -0.667756 -3.316212 2.443402 -2.459 1.010 -1.075 -0.393
O -2.699003 -3.003932 1.515706 2.521 -0.033 1.226 -0.399
C -0.144312 -0.645363 2.339131 -0.968 0.232 -0.560 -0.170
C 0.077603 0.730950 2.205975 0.010 -0.861 0.008 -0.158
H -1.675500 3.599872 1.952132 0.250 -0.250 -0.411 0.287
H -2.922999 1.648833 0.888410 0.196 0.090 0.237 0.227
H -3.314672 -0.789776 1.070636 0.291 0.306 0.162 0.243
H 0.619471 -1.298616 2.722447 0.119 -0.063 0.019 0.240
H 1.055470 1.122938 2.459741 -0.119 0.100 0.129 0.233
C 0.775501 8.067736 -0.463477 -0.153 0.008 -0.066 -0.667
C 0.543485 7.524655 0.942582 0.616 -1.002 0.331 0.534
C 0.816867 8.579703 2.024604 -0.286 -0.367 -0.313 -0.623
O -0.795346 7.064512 1.127111 0.098 1.602 0.117 -0.537
C -1.167801 5.862505 0.649181 0.203 -1.770 -0.195 0.769
O -2.339413 5.524653 0.830256 0.139 0.397 -0.108 -0.707
C -0.152185 4.997181 0.092936 -0.034 1.238 0.897 -0.544
C -0.515396 3.561696 0.054919 -2.612 0.397 -0.451 -0.204
C 0.085429 2.802687 -1.126273 0.942 -0.972 0.599 0.084
C 1.255953 3.193765 -1.821335 0.217 -0.851 0.548 -0.177
C 2.069060 2.227468 -2.440870 -0.792 -0.010 -0.129 -0.231
C 1.667052 0.885563 -2.489231 -0.901 0.174 -0.427 -0.231
C 0.355287 0.563116 -2.069033 0.622 0.203 -0.619 -0.241
C -0.430263 1.541716 -1.470284 -0.147 -0.296 0.863 -0.233
C 1.211895 5.280450 0.463184 -0.782 -0.308 0.469 0.760
O 2.161055 4.538725 0.346051 0.565 -0.206 -0.039 -0.659
O 1.429709 6.425606 1.194933 0.005 1.419 -0.333 -0.545
H 0.501304 7.323092 -1.220778 0.052 0.167 0.209 0.238
H 0.163535 8.961428 -0.591571 -0.027 -0.019 -0.128 0.207
H 1.829089 8.341683 -0.592537 -0.194 -0.098 0.114 0.216
H 0.550439 8.153013 2.997431 0.139 0.108 -0.180 0.232
H 1.873843 8.887965 2.020064 -0.406 -0.189 -0.081 0.216
H 0.171713 9.441964 1.819422 0.168 -0.092 0.137 0.206
H -1.626203 3.437838 -0.009855 0.708 0.740 -1.253 0.240
H 1.626099 4.202493 -1.764230 -0.077 0.014 0.131 0.236
H 3.007134 2.541952 -2.901303 -0.225 -0.110 0.179 0.205
H 2.263729 0.136142 -3.020904 -0.083 0.263 0.427 0.201
H -0.051135 -0.440486 -2.239331 0.183 0.399 0.084 0.205
H -1.443702 1.290841 -1.128941 0.538 -0.008 -0.106 0.201
```
Forces are in eV/Å.

Calculated values
- LUMO energy (eV) = 1.242
- E_tot (eV) = -37316.4707
- HOMO (hartree) = -0.164
- total charge = -1

The following is a quantum chemistry calculation of C21H17N4O3STa as an isolated structure, from OMol25.

Structure (XYZ):
```
47
Properties=species:S:1:pos:R:3:forces:R:3:nbo_charge:R:1
Ta -0.114392 0.031710 0.023818 -1.835 -1.179 -1.213 2.310
O -0.928039 1.110123 1.373246 0.130 1.142 0.858 -0.613
N -1.547098 0.856811 2.538663 0.113 -0.052 -0.157 0.009
C -1.817754 1.886805 3.372020 -0.026 -0.131 -0.068 0.046
C -2.436212 1.604949 4.553492 -0.078 -0.015 0.112 -0.220
C -2.760937 0.275511 4.851376 -0.017 -0.009 0.042 -0.091
C -2.472573 -0.737264 3.962039 -0.079 -0.089 0.068 -0.222
C -1.844725 -0.439546 2.756227 -0.038 0.007 -0.011 0.071
S -1.425585 -1.587364 1.520005 0.285 0.457 -0.110 -0.063
H -1.530884 2.870075 3.031960 0.039 -0.025 -0.047 0.263
H -2.667558 2.412590 5.232660 0.002 -0.033 0.009 0.272
H -3.242532 0.040187 5.791282 -0.009 0.000 -0.019 0.263
H -2.719111 -1.768873 4.172374 -0.013 0.035 0.025 0.268
N 2.095248 0.089843 1.714397 -0.044 0.158 -0.025 -0.644
N 3.159738 -0.008095 0.803491 0.097 0.017 0.128 -0.489
C 2.911550 -0.170811 -0.523783 -0.437 0.034 0.239 0.879
O 3.677958 -0.186533 -1.415214 0.120 -0.088 -0.181 -0.482
O 1.528022 -0.320652 -0.681732 1.531 -0.045 -0.908 -0.799
H 2.212251 0.948086 2.250089 -0.104 -0.083 0.051 0.397
H 2.144663 -0.699541 2.356832 -0.133 0.096 0.050 0.398
H 4.117266 0.120116 1.100618 -0.059 -0.010 0.055 0.431
C -1.466676 3.449654 -2.450557 0.013 -0.004 -0.019 -0.157
C -2.062809 2.814122 -3.530525 -0.004 0.006 0.001 -0.159
C -2.127338 1.426848 -3.592236 -0.095 0.076 -0.167 -0.167
C -1.579160 0.665872 -2.573016 -0.056 0.038 -0.071 -0.009
C -0.984070 1.303130 -1.484012 0.507 -0.383 0.934 -0.487
C -0.933102 2.692660 -1.413823 -0.053 -0.077 -0.053 -0.190
C -1.561701 -0.802311 -2.561162 -0.001 -0.060 0.013 0.269
C -2.173807 -1.592899 -3.542323 -0.070 0.071 -0.106 -0.251
C -2.120289 -2.950204 -3.442307 -0.029 -0.112 -0.056 -0.033
C -1.404346 -3.564013 -2.393078 -0.123 -0.134 -0.107 -0.132
C -1.302463 -4.968376 -2.268421 -0.043 0.012 -0.100 -0.126
C -0.556519 -5.522170 -1.270641 0.081 -0.018 0.110 -0.190
C 0.150349 -4.686772 -0.382196 -0.029 -0.109 -0.039 -0.135
C 0.057878 -3.324924 -0.477565 0.063 0.084 -0.041 -0.262
C -0.757835 -2.736483 -1.461748 0.112 0.227 0.043 0.259
N -0.905144 -1.362213 -1.539349 0.218 0.223 0.648 -0.587
H -1.419389 4.530081 -2.411623 -0.011 -0.023 -0.014 0.243
H -2.483898 3.401596 -4.335789 0.007 -0.010 0.024 0.247
H -2.604007 0.963468 -4.446061 0.024 0.017 0.022 0.231
H -0.481542 3.200300 -0.568300 -0.009 0.000 0.010 0.221
H -2.697442 -1.125438 -4.362768 0.022 0.007 0.044 0.249
H -2.611219 -3.570659 -4.183367 0.007 0.002 0.042 0.248
H -1.818324 -5.593345 -2.986862 0.001 0.019 0.015 0.241
H -0.484881 -6.596266 -1.170990 0.024 0.012 -0.009 0.249
H 0.785715 -5.129475 0.373988 -0.014 0.009 -0.016 0.240
H 0.654025 -2.707012 0.183970 0.012 -0.060 -0.005 0.206
```
Forces are in eV/Å.

Calculated values
- LUMO energy (eV) = -7.642
- E_tot (eV) = -46529.3929
- HOMO (hartree) = -0.533
- total charge = +2

The following is a quantum chemistry calculation of C21H18AlO3S2Te as an isolated structure, from OMol25.

Structure (XYZ):
```
46
Properties=species:S:1:pos:R:3:forces:R:3:nbo_charge:R:1
Al 0.253114 -1.946010 -0.040965 0.491 -0.420 -0.144 1.452
O -3.273112 -2.886629 -1.495879 0.007 -0.003 0.000 -0.641
C -2.364967 -2.904182 -0.684823 -0.070 0.109 -0.234 0.800
O -1.172153 -2.460624 -0.980747 0.146 0.001 0.258 -0.890
C -2.609499 -3.493421 0.681155 -0.030 -0.075 -0.005 -0.213
C -3.665606 -4.407523 0.740419 -0.003 -0.009 0.000 -0.147
C -4.017645 -5.046747 1.911031 -0.014 -0.009 0.001 -0.262
C -3.304934 -4.760611 3.070076 0.019 0.014 0.013 -0.218
C -2.267747 -3.852367 3.033188 -0.021 -0.002 -0.011 -0.185
C -1.893922 -3.198942 1.847743 0.083 0.072 0.146 -0.119
S -0.562820 -2.045094 2.044333 -0.225 0.226 0.007 -0.334
H -4.206303 -4.593954 -0.177224 0.007 0.006 -0.007 0.231
H -4.834860 -5.756800 1.923295 0.001 -0.003 -0.001 0.201
H -3.555078 -5.247642 4.005315 -0.006 -0.003 -0.001 0.199
H -1.710776 -3.628539 3.934096 0.004 0.007 -0.002 0.205
Te 2.622366 -2.722452 -0.236822 -0.050 -0.116 -0.071 -1.014
O 0.488366 -0.297490 -0.894876 -0.539 -0.074 0.338 -1.076
S 1.634505 -0.258429 -1.920076 0.059 0.211 -0.317 1.279
C 2.853693 0.924681 -1.241015 0.107 0.040 0.006 -0.631
C 2.704776 1.187512 0.227688 -0.045 0.030 -0.002 0.045
C 1.691513 2.024535 0.685737 0.000 0.015 0.040 -0.227
C 1.544765 2.268915 2.042900 0.007 0.005 -0.018 -0.208
C 2.415014 1.684008 2.952103 0.005 -0.003 -0.005 -0.212
C 3.427925 0.851238 2.499530 -0.009 0.002 0.011 -0.214
C 3.567077 0.596411 1.143706 -0.003 -0.017 -0.010 -0.202
C 0.772291 0.842565 -3.132822 -0.069 0.222 -0.104 -0.621
C 0.165586 2.103774 -2.603865 0.084 -0.103 0.030 -0.067
C -1.041172 2.064772 -1.906532 0.001 0.013 0.026 -0.182
C -1.566880 3.221471 -1.353100 0.002 -0.025 -0.003 -0.208
C -0.900450 4.432819 -1.491038 -0.013 0.017 0.012 -0.223
C 0.289531 4.485823 -2.201394 0.005 -0.031 -0.010 -0.236
C 0.815185 3.327175 -2.756075 -0.020 0.017 -0.010 -0.168
H 2.738374 1.855590 -1.794673 0.018 -0.019 -0.065 0.228
H 3.815067 0.466257 -1.472355 -0.007 -0.029 0.049 0.252
H 1.002178 2.475275 -0.017618 0.001 0.002 -0.016 0.216
H 0.742611 2.908719 2.388551 -0.003 -0.003 0.003 0.205
H 2.293967 1.865927 4.012700 0.001 -0.004 0.002 0.205
H 4.095370 0.371764 3.203793 -0.001 0.002 0.002 0.210
H 4.322402 -0.093385 0.792502 -0.008 -0.003 0.001 0.234
H 0.006947 0.173659 -3.530616 0.028 -0.027 0.020 0.250
H 1.492353 1.044418 -3.929810 0.055 -0.041 0.055 0.219
H -1.550573 1.118204 -1.782188 0.002 -0.005 0.008 0.240
H -2.498741 3.173019 -0.804437 0.001 0.006 0.003 0.216
H -1.311127 5.331920 -1.049332 0.002 0.003 -0.004 0.209
H 0.811736 5.426360 -2.323180 -0.004 0.005 0.002 0.208
H 1.741653 3.374031 -3.318397 0.005 -0.003 0.006 0.195
```
Forces are in eV/Å.

Calculated values
- LUMO energy (eV) = 2.375
- E_tot (eV) = -63778.8121
- HOMO (hartree) = -0.122
- total charge = -1

The following is a quantum chemistry calculation of C21H18Br2N3O3Sc as an isolated structure, from OMol25.

Structure (XYZ):
```
48
Properties=species:S:1:pos:R:3:forces:R:3:nbo_charge:R:1
Sc -0.026939 -0.406960 -2.228656 -0.420 0.535 -0.783 1.808
O 2.019917 -3.435599 1.583538 0.104 0.000 -0.040 -0.698
C 3.144279 -3.203864 0.835464 -0.235 -0.051 0.132 0.384
C 4.392385 -3.706060 1.163421 0.076 -0.008 -0.023 -0.303
C 5.477502 -3.408204 0.353919 0.024 -0.022 0.026 -0.147
C 5.325734 -2.615917 -0.776830 -0.028 -0.025 0.039 -0.230
C 4.073436 -2.120385 -1.096586 -0.032 0.049 -0.001 -0.158
C 2.974921 -2.408641 -0.293070 0.213 0.054 -0.166 -0.195
C 1.606451 -1.885617 -0.604370 0.175 0.080 -0.105 0.230
O 1.499094 -1.319342 -1.913207 0.622 -0.514 0.633 -0.825
N 1.227695 -0.836102 0.352983 -0.225 -0.018 0.169 -0.422
N 0.472590 0.154994 -0.176086 0.206 -0.146 -0.005 -0.371
C 0.332111 1.291813 0.399085 -0.167 0.286 0.087 0.042
C -0.342222 2.403311 -0.242803 0.134 -0.185 0.133 -0.143
Br -0.411604 2.300465 -2.172166 0.006 0.021 -0.200 0.142
C -0.779457 3.550443 0.288035 -0.021 0.120 0.319 -0.109
C -0.877686 3.869240 1.710818 0.019 -0.074 -0.226 -0.048
C -1.115130 2.909095 2.700953 -0.018 -0.039 0.041 -0.222
C -1.160789 3.284128 4.031752 -0.005 0.039 -0.031 -0.189
C -0.974041 4.616021 4.383745 -0.014 -0.007 0.058 -0.151
C -0.773364 5.581214 3.406040 -0.002 -0.026 -0.060 -0.190
C -0.743116 5.211871 2.072972 0.049 0.105 0.058 -0.179
H 2.218085 -4.052784 2.297067 -0.001 -0.007 0.007 0.500
H 4.514443 -4.327160 2.043283 -0.003 0.011 -0.011 0.229
H 6.451746 -3.801828 0.611319 -0.007 0.000 -0.006 0.237
H 6.176927 -2.392919 -1.404313 -0.011 0.000 0.000 0.235
H 3.939747 -1.511486 -1.980720 -0.015 -0.011 0.003 0.225
H 0.875757 -2.697704 -0.525335 -0.049 -0.064 -0.025 0.188
H 1.878967 -0.603751 1.091512 0.060 0.090 -0.074 0.406
H 0.783739 1.482764 1.370056 -0.050 0.030 0.042 0.243
H -1.061162 4.346582 -0.393526 -0.038 -0.006 0.012 0.244
H -1.335578 1.882282 2.436456 0.047 -0.018 -0.053 0.210
H -1.364996 2.545229 4.794667 0.008 0.007 -0.004 0.234
H -1.012620 4.906477 5.425298 0.003 -0.006 -0.009 0.240
H -0.651663 6.619668 3.681318 -0.004 -0.006 0.004 0.242
H -0.596567 5.962890 1.305746 0.006 -0.007 0.018 0.226
O -5.866674 -2.499044 -3.223482 0.071 0.122 0.052 -0.588
C -4.706867 -1.906379 -3.004512 -0.241 -0.174 -0.070 0.433
C -4.567535 -0.622741 -2.458585 0.010 0.004 -0.017 -0.311
C -3.308117 -0.117047 -2.288423 0.095 0.019 -0.019 0.095
N -2.186507 -0.796008 -2.628067 -0.346 -0.116 0.244 -0.689
C -2.366766 -2.019160 -3.145040 -0.087 -0.024 -0.113 0.168
Br -0.739238 -2.861928 -3.602943 0.149 -0.092 -0.062 0.235
C -3.561970 -2.634345 -3.358397 -0.016 0.113 0.010 -0.308
H -6.621481 -1.946419 -2.976208 -0.026 -0.024 -0.003 0.513
H -5.429948 -0.032308 -2.180136 -0.007 -0.018 -0.001 0.257
H -3.161469 0.871748 -1.874544 0.005 0.004 0.010 0.227
H -3.642034 -3.620540 -3.791427 -0.016 0.000 0.009 0.281
```
Forces are in eV/Å.

Calculated values
- LUMO energy (eV) = -7.116
- E_tot (eV) = -193454.0081
- HOMO (hartree) = -0.490
- total charge = +2